1.
Computed, not measured: a cluster of 15 separate species, C93H208N8O15 in total at a distorted geometry, with ωB97M-V/def2-TZVPD.

Last column: Mulliken charge in e.
Cartesian coordinates (Å):
C  2.3092  10.0201  -5.9469  -1.956
C  2.1347  8.7797  -5.0247  1.570
C  0.6391  8.4221  -5.0882  -1.331
C  0.3867  7.1174  -4.3661  0.318
C  1.3229  5.9709  -4.7492  -0.799
C  2.8531  6.3382  -4.7733  1.404
N  2.8922  7.6179  -5.5630  -0.072
O  4.2601  8.0650  -5.5156  -0.502
C  3.3871  6.2393  -3.3277  -0.460
C  3.5663  5.2277  -5.6891  -1.472
C  2.5580  9.2723  -3.6360  -1.471
H  1.8306  9.8068  -6.9197  0.412
H  3.3365  10.3026  -6.0104  0.518
H  1.6949  10.8256  -5.5147  0.375
H  0.0733  9.2399  -4.6088  0.423
H  0.3178  8.4497  -6.1916  0.311
H  -0.6450  6.6962  -4.3498  0.472
H  0.5135  7.4123  -3.3055  -0.409
H  1.0739  5.5957  -5.7823  0.379
H  1.2065  5.1315  -4.0056  0.026
H  3.3549  5.1726  -3.0271  -0.077
H  4.3456  6.7613  -3.3032  0.357
H  2.7104  6.6870  -2.6042  -0.227
H  4.5807  5.6042  -5.9006  0.406
H  3.5511  4.2731  -5.1560  0.060
H  3.0073  5.0687  -6.6194  0.436
H  3.5949  9.6802  -3.6290  0.307
H  2.5430  8.4886  -2.9079  0.232
H  1.8357  10.0553  -3.3674  0.433
H  4.3800  8.2124  -6.4625  0.384
C  8.0414  5.1588  3.5878  -1.817
C  6.8364  4.5817  4.3843  1.418
C  5.6215  5.2991  3.8002  -1.571
C  4.2350  4.6495  4.2937  -0.014
C  4.2414  3.2359  3.8701  -1.255
C  5.4044  2.4592  4.5366  2.527
N  6.6854  3.1582  4.1633  0.330
O  7.7624  2.3939  4.7036  -0.549
C  5.1640  2.1075  5.9810  -1.913
C  5.5189  1.1291  3.7011  -2.056
C  7.0126  4.9071  5.9072  -1.716
H  8.9546  4.6474  3.8740  0.419
H  8.0190  6.2131  3.8109  0.419
H  7.7961  5.0877  2.5544  0.411
H  5.7202  6.3892  4.0480  0.571
H  5.6319  5.1925  2.7313  0.343
H  3.4639  5.2837  3.8171  -0.088
H  4.0759  4.7879  5.4062  0.294
H  4.1705  3.1514  2.7765  0.142
H  3.2918  2.6948  4.1789  0.430
H  6.0162  1.8047  6.5242  0.434
H  4.5957  2.8247  6.5233  0.393
H  4.5014  1.2823  5.9804  0.351
H  5.8687  1.2622  2.6866  0.470
H  6.2350  0.3979  4.1010  0.431
H  4.4880  0.6925  3.6517  0.186
H  7.2791  5.9791  5.9664  0.413
H  7.8009  4.3473  6.2773  0.491
H  6.1194  4.6757  6.5305  0.261
H  8.1982  1.9501  3.9458  0.341
C  5.9428  -3.4731  -3.0626  -1.640
C  5.4643  -4.5387  -2.0960  1.987
C  4.3244  -3.9270  -1.2132  -0.490
C  3.4806  -4.9610  -0.5050  -0.591
C  2.9513  -5.8968  -1.5772  -0.926
C  4.0478  -6.6580  -2.3474  1.857
N  4.9670  -5.6248  -2.9433  0.250
O  6.0601  -6.3079  -3.5856  -0.545
C  4.8398  -7.7283  -1.5532  -1.989
C  3.4395  -7.4394  -3.4800  -2.047
C  6.6133  -4.9743  -1.1254  -1.948
H  6.9878  -3.6000  -3.4378  0.416
H  5.9982  -2.5789  -2.3954  0.085
H  5.2154  -3.2744  -3.8428  0.455
H  4.8516  -3.1882  -0.5949  1.129
H  3.5927  -3.4155  -1.9092  -0.791
H  2.6713  -4.4570  0.0712  -0.453
H  3.9856  -5.5107  0.2688  0.686
H  2.3943  -5.2555  -2.2899  -0.484
H  2.2593  -6.6703  -1.2817  0.905
H  5.6494  -8.0572  -2.1597  0.482
H  5.2192  -7.3150  -0.6565  0.313
H  4.2984  -8.6153  -1.2817  0.457
H  2.8929  -6.7654  -4.1224  0.272
H  4.2016  -7.9828  -4.0063  0.532
H  2.7531  -8.2664  -3.1413  0.366
H  7.0725  -4.0697  -0.6778  0.377
H  7.4473  -5.4240  -1.6408  0.476
H  6.2398  -5.6761  -0.4396  0.339
H  5.8965  -5.9605  -4.4726  0.374
C  -4.4661  1.8509  2.6804  -0.869
C  -5.4731  0.7000  2.6013  1.474
C  -5.7129  0.3375  1.0747  -0.079
C  -6.2908  -1.0583  0.8568  -0.001
C  -5.4390  -2.1547  1.5040  -0.472
C  -5.2132  -1.8179  2.9716  1.681
N  -4.7323  -0.4516  3.1344  1.862
O  -4.4601  -0.2718  4.5327  -0.576
C  -6.5298  -2.1766  3.8009  -1.745
C  -4.1333  -2.7623  3.3784  -2.246
C  -6.7791  0.9744  3.3123  -1.710
H  -3.5420  1.3942  2.4227  -0.129
H  -4.4761  2.1642  3.8298  -0.461
H  -4.6785  2.7032  2.0405  0.772
H  -6.3539  1.1247  0.6303  0.492
H  -4.7728  0.4333  0.5354  -0.750
H  -6.2319  -1.1467  -0.2058  -0.961
H  -7.3799  -1.0958  1.0659  0.503
H  -4.4697  -2.1728  1.0153  -0.772
H  -5.8832  -3.1232  1.5384  0.937
H  -6.5581  -1.4776  4.6718  0.198
H  -7.4149  -1.9785  3.1795  0.349
H  -6.5593  -3.2011  4.2463  0.407
H  -4.5219  -3.7479  3.1055  0.559
H  -3.1993  -2.6864  2.8753  -0.322
H  -3.9858  -2.6801  4.4293  0.757
H  -7.0382  1.9913  3.0243  0.435
H  -6.5898  1.0110  4.4015  0.296
H  -7.4895  0.1967  3.1112  0.378
H  -3.5252  -0.0915  4.5840  0.123
C  -2.3361  -0.4209  -1.2086  0.162
C  -1.0017  0.3870  -1.1432  1.658
C  -1.0238  1.2821  0.0784  -1.859
C  -0.9607  0.5413  1.4199  0.837
C  0.3607  -0.2738  1.4631  0.036
C  0.4959  -1.2227  0.2521  2.086
N  0.1548  -0.4376  -1.0150  0.548
O  0.0995  -1.2772  -2.1448  1.588
C  2.0344  -1.6545  0.1109  -0.831
C  -0.3102  -2.4678  0.4765  0.384
C  -0.9154  1.3370  -2.3595  -1.468
H  -3.2197  0.2106  -1.3682  0.118
H  -2.5464  -0.9801  -0.2819  -0.855
H  -2.3458  -1.1281  -2.0586  -1.004
H  -0.1937  1.9429  -0.0283  -0.045
H  -1.9173  1.8981  0.0703  2.122
H  -1.8307  -0.1113  1.5548  -0.577
H  -0.8375  1.2386  2.2269  0.609
H  0.4317  -0.8431  2.3727  -0.853
H  1.2156  0.5172  1.4316  -0.070
H  2.0457  -2.5146  -0.5613  -0.738
H  2.6795  -0.9320  -0.3608  -0.676
H  2.3150  -1.9185  1.1064  0.615
H  0.0610  -3.0650  1.3074  -0.131
H  -1.3671  -2.1771  0.6292  -0.559
H  -0.2476  -3.1683  -0.3888  -0.237
H  -0.9771  0.8965  -3.3067  0.085
H  0.0834  1.8262  -2.3784  -0.405
H  -1.7237  2.1021  -2.2263  0.103
H  0.9961  -1.1096  -2.5695  -0.575
C  -2.0213  6.8314  1.4569  -1.868
C  -1.3105  5.8763  0.5012  2.403
C  -0.1759  6.6350  -0.2126  -1.212
C  1.1550  6.8599  0.5799  -1.547
C  1.5516  5.5830  1.4026  0.093
C  0.4071  4.8840  2.1432  2.057
N  -0.7153  4.7208  1.2124  1.215
O  -1.7968  3.9801  1.8485  -0.374
C  1.0297  3.5596  2.5374  0.683
C  0.0538  5.7129  3.3969  -2.205
C  -2.2339  5.3761  -0.6041  -2.390
H  -2.6580  6.2918  2.1536  0.147
H  -2.6905  7.4021  0.7858  0.585
H  -1.3903  7.5072  1.9686  0.372
H  0.1022  5.9784  -1.0528  0.126
H  -0.6016  7.5658  -0.5834  0.628
H  1.2601  7.7814  1.1393  0.345
H  1.9885  6.9847  -0.0873  0.623
H  2.3848  5.8516  2.1353  -0.128
H  1.9714  4.8506  0.6723  -0.448
H  1.9835  3.7533  3.0575  -0.809
H  0.3719  3.0021  3.2133  0.057
H  1.1730  2.9601  1.6203  -0.908
H  -0.9544  5.5404  3.7251  0.258
H  0.7739  5.4317  4.1598  0.567
H  0.1911  6.7697  3.1236  0.303
H  -2.3811  6.1446  -1.3576  0.618
H  -3.1456  5.0229  -0.1397  0.406
H  -1.6654  4.5322  -1.0248  0.078
H  -1.7525  3.0909  1.4610  -0.322
C  3.3861  -2.9721  5.4749  -1.898
C  2.0852  -3.0662  6.2947  2.481
C  1.2440  -1.7364  6.0762  -1.500
C  0.6065  -1.6989  4.7373  0.331
C  -0.2060  -2.9944  4.4737  -0.264
C  0.5475  -4.3334  4.5887  1.855
N  1.2157  -4.2089  5.9638  0.164
O  1.9516  -5.4289  6.2635  -0.464
C  -0.4151  -5.4823  4.6270  -1.855
C  1.3881  -4.5085  3.2968  -0.248
C  2.4275  -3.1142  7.7575  -2.099
H  3.9003  -3.8991  5.5449  0.430
H  4.1401  -2.2190  5.6937  0.348
H  3.2044  -2.8611  4.4397  0.190
H  0.4811  -1.5756  6.8993  0.343
H  1.8700  -0.8247  6.2127  0.242
H  1.4051  -1.6252  3.9800  -0.225
H  -0.0623  -0.8505  4.6680  0.259
H  -0.7694  -2.9145  3.5338  -0.615
H  -0.9651  -3.0966  5.3323  0.496
H  -1.0516  -5.4327  5.5299  0.481
H  -1.1574  -5.4264  3.7756  0.028
H  0.0990  -6.4776  4.5606  0.394
H  1.9745  -5.4328  3.1582  0.659
H  0.7025  -4.4649  2.4701  -0.635
H  2.0413  -3.6816  3.1012  -0.281
H  1.5090  -3.2618  8.3276  0.507
H  2.7780  -2.1420  8.0634  0.415
H  3.1974  -3.8505  8.1352  0.343
H  1.6236  -5.5582  7.1843  0.366
C  -4.7464  -6.0346  -3.0994  -1.595
C  -4.7901  -6.4611  -1.6163  1.708
C  -4.8696  -7.9459  -1.5546  -1.583
C  -4.4845  -8.4761  -0.1303  -0.688
C  -3.1068  -7.9623  0.2644  -1.322
C  -2.9280  -6.4187  0.1612  1.878
N  -3.4318  -6.0286  -1.1676  0.323
O  -3.4981  -4.5956  -1.1391  2.263
C  -3.6643  -5.9583  1.4576  -1.827
C  -1.4728  -5.9824  0.2834  -0.878
C  -5.9520  -5.7959  -0.9080  -1.547
H  -3.7812  -6.4225  -3.4949  0.244
H  -4.7898  -4.9549  -3.1708  -0.166
H  -5.5075  -6.6150  -3.5787  0.627
H  -5.8756  -8.2529  -1.8266  0.456
H  -4.2753  -8.4521  -2.2970  0.316
H  -4.4384  -9.5743  -0.1156  0.550
H  -5.3246  -8.2838  0.5821  0.287
H  -2.5684  -8.4972  -0.4767  0.367
H  -2.7718  -8.3523  1.1892  0.637
H  -3.3229  -6.5768  2.2756  0.461
H  -3.5319  -4.9082  1.6454  -0.345
H  -4.7013  -6.1582  1.2959  0.541
H  -1.0817  -5.8555  -0.7125  -0.727
H  -1.4089  -4.9123  0.5830  -0.561
H  -0.8439  -6.4953  0.9740  0.788
H  -6.0780  -6.0714  0.1772  0.340
H  -6.8670  -6.0265  -1.3579  0.633
H  -5.7793  -4.7210  -0.8360  -0.043
H  -2.6994  -4.2804  -1.5685  -0.930
C  5.7386  2.0138  -0.7928  -1.563
C  4.4720  1.1799  -0.7526  0.824
C  3.1867  1.9813  -0.8669  0.242
O  4.3912  0.2134  -1.8187  -0.114
H  5.7042  2.5707  -1.7565  0.375
H  6.7368  1.4898  -0.7272  0.442
H  5.7259  2.7420  0.0299  0.268
H  4.4309  0.7385  0.2855  -0.132
H  3.1455  2.6768  -0.0454  -0.222
H  2.2342  1.4671  -0.7217  -0.424
H  3.2679  2.4461  -1.8258  0.154
H  5.1900  -0.2931  -1.8058  -0.022
C  1.2800  0.7432  -4.7931  -0.084
C  2.3094  -0.3496  -4.7481  0.931
C  3.6415  0.2430  -5.0733  -1.607
O  2.3880  -1.0167  -3.4540  0.126
H  1.4701  1.6068  -4.1255  -0.160
H  0.2916  0.2839  -4.5395  -0.716
H  1.1944  1.0313  -5.8639  0.728
H  2.0146  -1.1582  -5.4412  0.192
H  4.4710  -0.4304  -4.8634  0.273
H  3.8044  1.2332  -4.6649  0.237
H  3.6261  0.5653  -6.1488  0.479
H  3.0441  -0.5250  -2.9084  -0.411
C  -7.5606  -0.4065  -3.6186  -1.955
C  -6.1576  -0.6252  -3.0716  1.875
C  -5.8699  -2.1328  -3.1477  -0.987
O  -5.2365  0.2712  -3.6833  -0.049
H  -7.7136  -0.8359  -4.6218  0.358
H  -7.7165  0.6937  -3.7602  0.414
H  -8.3410  -0.7680  -2.9925  0.436
H  -6.1778  -0.3002  -1.9956  -0.858
H  -4.8463  -2.4429  -2.9049  -0.225
H  -6.1402  -2.5020  -4.0947  0.693
H  -6.3960  -2.6487  -2.3197  0.503
H  -4.7950  -0.1795  -4.4083  -0.172
C  -1.0005  1.9910  7.1956  -1.274
C  -2.3436  1.8788  6.5031  1.020
C  -3.1094  3.1983  6.4805  -1.487
O  -2.1099  1.4169  5.1361  0.229
H  -0.6661  1.0262  7.5574  0.216
H  -1.1300  2.5603  8.1235  0.431
H  -0.2490  2.5084  6.6027  0.175
H  -2.8457  1.0832  7.0175  0.162
H  -3.9871  3.0675  5.8176  0.379
H  -2.5228  4.0480  6.0164  0.166
H  -3.4033  3.5336  7.4710  0.460
H  -2.7866  1.9106  4.6108  -0.444
C  -0.7345  -5.8737  -3.6818  -1.588
C  -0.1664  -4.5932  -3.1862  1.951
C  0.7089  -3.9148  -4.2138  -1.377
O  -1.1670  -3.6493  -2.7661  1.316
H  0.0036  -6.5783  -4.0477  0.321
H  -1.3365  -5.7274  -4.5533  0.297
H  -1.4144  -6.3742  -2.9551  0.153
H  0.4419  -4.8412  -2.3045  -0.728
H  -0.0127  -3.5057  -4.9703  0.189
H  1.3808  -4.6275  -4.6941  0.367
H  1.3205  -3.1516  -3.7647  0.152
H  -0.7220  -2.8221  -2.4838  -0.984
C  -2.2267  -1.0930  -5.9738  -0.910
C  -3.3984  -1.8821  -6.5391  0.208
C  -3.4361  -3.3200  -6.1028  -1.108
O  -4.6430  -1.2099  -6.2297  -0.589
H  -1.3643  -1.6464  -6.4100  0.417
H  -2.2026  -1.2628  -4.8290  -0.198
H  -2.1426  -0.0680  -6.2196  0.605
H  -3.2422  -1.8830  -7.6310  0.251
H  -4.2659  -3.8736  -6.5934  0.546
H  -3.6105  -3.3849  -4.9802  0.051
H  -2.5275  -3.8325  -6.4420  0.412
H  -5.4034  -1.7417  -6.5394  0.315
C  -5.9349  3.3538  -1.6476  -0.406
C  -6.1127  3.7577  -3.0730  0.078
C  -4.7516  4.1573  -3.7021  -0.707
O  -6.6725  2.6867  -3.8443  -0.603
H  -5.2153  2.5340  -1.5985  -0.400
H  -6.8889  2.9577  -1.3282  0.321
H  -5.5453  4.1954  -1.0517  0.488
H  -6.8268  4.6105  -3.1146  0.368
H  -4.1267  3.2988  -3.6444  -0.030
H  -4.2946  4.9603  -3.0480  0.206
H  -4.8884  4.4886  -4.7508  0.339
H  -6.1421  1.8553  -3.7307  0.398

Properties
HOMO level ... -8.4 eV
Charge ... 0
2S+1 ... 1
Energy above the lowest of the compared OMol25 structures with the same formula, charge and spin ... 0.000 eV

2.
Computed, not measured: an isolated molecule of C3H8ClN at a distorted geometry, with ωB97M-V/def2-TZVPD.

Last column: natural (NBO) charge in e.
Cartesian coordinates (Å):
C  -0.4668  1.3997  -0.4005  -0.637
C  -0.6354  0.1606  0.4805  -0.155
C  0.6936  -0.6044  0.5777  -0.236
H  -0.3003  1.3537  -1.5229  0.226
H  -1.2272  2.0618  -0.3249  0.218
H  0.3889  1.9011  -0.0004  0.214
H  -0.9827  0.3270  1.4766  0.220
H  0.6623  -1.1278  1.5981  0.199
H  1.3560  0.2708  0.6147  0.184
H  0.6933  -2.3161  -0.4925  0.355
H  0.5899  -1.0487  -1.3606  0.354
N  1.1556  -1.3592  -0.5426  -0.811
Cl  -1.9271  -1.0187  -0.1032  -0.133

Properties
HOMO level ... -9.9 eV
Charge ... 0
SMILES ... C[C@@H](Cl)CN
2S+1 ... 1
Energy above the lowest of the compared OMol25 structures with the same formula, charge and spin ... 0.322 eV

3.
Computed, not measured: an isolated molecule of C4H8O2 at a distorted geometry, with ωB97M-V/def2-TZVPD.

Last column: natural (NBO) charge in e.
Cartesian coordinates (Å):
C  -1.3768  -1.0540  0.2485  -0.601
C  -0.1747  0.0427  0.1073  -0.369
C  1.3884  -0.0565  -0.2829  -0.054
O  2.1340  0.8236  0.5756  -0.732
C  -0.8556  1.1026  -0.7373  0.433
O  -2.0588  1.1354  -0.8453  -0.529
H  -2.3170  -0.5848  0.6165  0.244
H  -1.1402  -1.8220  0.9810  0.206
H  -1.7086  -1.5085  -0.6966  0.214
H  -0.0943  0.3999  1.1388  0.254
H  1.8014  -1.0677  -0.1937  0.176
H  1.5796  0.2747  -1.3213  0.164
H  3.0838  0.6912  0.4087  0.475
H  -0.2502  1.8286  -1.3158  0.119

Properties
HOMO level ... -9.8 eV
Charge ... 0
SMILES ... C[C@H](C=O)CO
2S+1 ... 1
Energy above the lowest of the compared OMol25 structures with the same formula, charge and spin ... 2.105 eV